23
Properties=species:S:1:pos:R:3:forces:R:3 method="wB97M-V/def2-TZVPD" s_squared=2.02 de_lowest_kj_mol=0.0 multiplicity=3 charge=-1 e_tot_ha=-1043.52541 homo_lumo_gap_ev="4.74 / 6.33" molar_mass_g_mol=213.24
C -4.488 0.624 0.078 1.98 3.53 0.81
C -4.363 -0.720 -0.285 -0.97 -2.34 -0.70
C -2.396 0.497 0.088 5.36 -1.11 0.75
C 3.631 0.356 -0.615 -0.89 0.12 1.45
C 0.566 -1.493 0.121 1.87 1.62 -1.42
C 0.745 0.483 -1.444 -3.83 -0.71 -1.77
C 2.642 0.307 1.654 2.89 -0.69 -2.18
C 1.201 -0.108 -0.384 2.49 -1.21 1.85
N -3.312 1.326 0.277 -5.69 1.10 0.10
N 2.510 0.189 0.179 -1.30 0.70 -0.40
O 1.399 -2.258 0.582 0.05 -0.73 0.89
O 4.738 0.623 -0.128 -0.95 -0.28 -1.30
O -0.604 -1.630 -0.239 -0.02 -0.81 0.35
S -2.760 -1.170 -0.338 -0.61 -2.31 -0.90
H -5.422 1.061 0.101 -1.68 1.46 0.25
H -5.211 -1.341 -0.531 0.15 -0.12 0.05
H 3.345 0.227 -1.699 0.68 0.04 0.76
H -1.378 0.673 0.458 -0.35 -0.01 -0.48
H 1.034 1.432 -1.894 0.19 -0.43 0.02
H -0.250 -0.117 -1.762 2.22 1.97 0.21
H 2.030 -0.421 2.176 0.21 -0.02 -0.09
H 3.764 0.140 1.599 -1.10 -0.35 1.66
H 2.578 1.319 2.007 -0.69 0.61 0.06



16
Properties=species:S:1:pos:R:3:forces:R:3 method="wB97M-V/def2-TZVPD" de_lowest_kj_mol=167.8 multiplicity=1 charge=+1 smiles="Cn1ncccc1=[NH2+]" e_tot_ha=-359.29089 homo_lumo_gap_ev=9.27 molar_mass_g_mol=110.14
C -2.319 0.667 0.066 0.92 -2.14 -0.54
C -1.158 1.390 -0.024 -1.15 2.17 -0.30
C -2.216 -0.792 0.012 -3.79 2.06 1.45
C 0.107 0.798 -0.081 -2.11 -5.41 0.12
C 1.127 -1.507 0.094 3.00 -2.41 0.29
N -1.110 -1.397 0.005 0.30 -1.31 -0.42
N -0.033 -0.727 -0.112 2.43 5.36 -0.31
N 1.332 1.262 -0.041 -0.36 -0.64 -0.01
H -3.265 1.195 0.169 0.16 -0.36 -0.08
H -1.360 2.490 -0.055 1.03 -0.93 0.20
H -3.075 -1.458 0.230 0.39 0.75 -0.57
H 1.029 -2.554 -0.369 -0.15 1.73 0.78
H 2.126 -1.125 -0.279 -1.50 -0.06 -0.09
H 1.273 -1.607 1.191 -0.08 -0.27 -0.51
H 1.451 2.239 0.046 0.46 0.94 0.11
H 2.023 0.606 0.284 0.44 0.51 -0.11



54
Properties=species:S:1:pos:R:3:forces:R:3 method="wB97M-V/def2-TZVPD" de_lowest_kj_mol=472.6 multiplicity=1 charge=+1 smiles="COCCCCc1cccc2cc[n+](CCC(=O)Nc3ccccc3)cc12" e_tot_ha=-1152.23102 homo_lumo_gap_ev=6.22 molar_mass_g_mol=363.48
C 5.476 -3.241 0.387 -0.16 -1.07 0.04
O 5.737 -2.810 -0.963 0.44 1.13 0.96
C 5.724 -1.386 -1.050 -1.58 0.52 -0.67
C 4.227 -0.824 -0.954 1.01 1.26 0.08
C 4.352 0.764 -0.970 -0.83 -0.45 -1.06
C 2.914 1.449 -0.989 0.98 1.24 1.14
C 2.262 1.574 0.445 -0.13 -0.40 1.46
C 3.028 1.338 1.675 -2.09 0.53 0.01
C 2.430 1.475 3.066 -2.37 0.75 -2.46
C 1.030 1.867 3.158 1.62 -0.48 -1.60
C 0.223 2.088 1.920 -0.83 0.22 0.11
C -1.232 2.457 2.022 0.67 -0.31 -3.08
C -2.003 2.630 0.792 2.11 -0.52 2.39
N -1.413 2.476 -0.489 0.97 0.43 1.61
C -2.334 2.661 -1.649 -0.29 -1.32 -1.18
C -2.510 1.244 -2.336 -0.96 -0.57 -0.28
C -3.619 0.356 -1.618 -0.23 -0.14 -0.34
O -4.788 0.675 -1.596 1.44 0.39 0.24
N -3.146 -0.886 -1.028 -1.44 0.55 -0.18
C -4.165 -1.584 -0.255 -2.25 -2.92 1.18
C -4.492 -2.979 -0.671 -1.15 0.53 1.84
C -5.481 -3.811 0.064 0.58 2.57 0.85
C -6.189 -3.244 1.225 1.78 1.56 -1.11
C -5.887 -1.848 1.657 1.22 -1.76 -2.42
C -4.871 -1.052 0.919 -0.59 -1.56 -0.27
C -0.073 2.169 -0.642 0.01 -0.03 2.33
C 0.792 1.952 0.550 0.34 -0.15 0.42
H 5.470 -2.399 1.132 0.03 -0.75 -0.75
H 6.251 -4.007 0.686 -0.72 0.95 -0.32
H 4.483 -3.775 0.386 0.84 0.64 0.24
H 6.343 -0.869 -0.258 -0.43 -0.73 -0.67
H 6.096 -1.062 -2.070 -0.14 -0.65 1.16
H 3.702 -1.155 -0.017 0.52 0.18 -0.88
H 3.611 -1.100 -1.856 0.71 -0.06 0.93
H 5.020 1.162 -0.158 -0.84 -0.37 -0.71
H 4.847 1.067 -1.946 -0.49 -0.40 1.11
H 3.093 2.522 -1.324 -0.37 -1.11 0.31
H 2.223 1.000 -1.751 0.71 0.07 0.87
H 4.109 1.033 1.654 -1.38 0.38 -0.27
H 3.045 1.279 3.985 -0.72 0.26 -1.18
H 0.522 2.004 4.142 0.55 -0.18 -1.00
H -1.715 2.574 3.022 0.41 -0.09 -1.16
H -3.090 2.886 0.863 1.26 -0.29 -0.46
H -3.344 3.015 -1.296 1.25 -0.29 -0.26
H -1.936 3.371 -2.423 -0.11 -0.53 1.12
H -2.901 1.412 -3.386 0.50 -0.20 1.19
H -1.566 0.631 -2.378 -0.76 0.92 0.01
H -2.907 -1.520 -1.803 0.51 0.41 0.46
H -3.980 -3.452 -1.552 -0.49 0.66 0.94
H -5.689 -4.868 -0.244 0.31 1.26 0.22
H -6.934 -3.865 1.790 0.87 0.80 -0.68
H -6.457 -1.461 2.533 0.80 -0.08 -0.92
H -4.659 -0.012 1.265 -0.22 -1.02 -0.38
H 0.371 2.077 -1.666 -0.85 0.19 1.07



100
Properties=species:S:1:pos:R:3:forces:R:3 method="wB97M-V/def2-TZVPD" de_lowest_kj_mol=142.5 multiplicity=1 charge=-1 e_tot_ha=-3887.84082 homo_lumo_gap_ev=5.72 molar_mass_g_mol=881.30
Rb 0.868 -0.974 -0.432 -2.22 2.11 0.99
C 1.424 1.840 -3.497 0.00 -0.18 -0.04
C 1.197 0.550 -4.292 -0.14 0.01 0.11
C 1.034 0.865 -5.776 0.04 -0.07 0.12
P -0.186 -0.391 -3.433 0.01 -0.12 -1.20
C -0.513 -1.812 -4.612 -0.06 0.02 0.16
C -1.562 -2.694 -3.925 0.05 0.13 -0.10
C 0.731 -2.625 -4.952 -0.06 0.11 -0.01
C -1.651 0.640 -3.812 0.02 0.01 0.35
C -2.176 0.871 -5.080 -0.07 0.04 0.00
C -3.292 1.671 -5.276 -0.02 0.00 -0.14
C -3.906 2.252 -4.168 0.00 -0.02 0.02
C -3.429 2.019 -2.898 -0.03 -0.02 0.02
C -2.290 1.201 -2.671 -0.07 -0.01 0.04
N -1.750 1.015 -1.446 0.06 -0.01 0.02
C -2.500 0.932 -0.328 -0.08 0.09 0.00
C -3.784 0.320 -0.282 0.01 -0.01 -0.01
C -4.488 0.212 0.895 0.04 0.03 0.04
C -3.961 0.705 2.090 -0.02 0.02 0.12
C -2.705 1.294 2.075 -0.04 -0.04 -0.04
C -1.959 1.411 0.905 0.10 -0.03 -0.21
P -0.298 2.145 0.715 0.22 0.29 0.63
C -0.570 4.011 0.869 -0.01 -0.22 -0.24
C -1.803 4.465 1.641 0.09 -0.03 0.04
C -0.583 4.602 -0.544 0.03 -0.03 0.07
C 0.594 1.737 2.322 -0.05 0.28 -0.12
C 0.232 2.421 3.640 -0.03 -0.12 -0.02
C 2.090 1.948 2.050 -0.15 -0.10 0.04
H 2.306 2.374 -3.863 0.00 0.02 0.02
H 1.555 1.631 -2.433 0.01 0.10 0.01
H 0.555 2.495 -3.599 0.01 0.03 0.04
H 2.073 -0.095 -4.167 0.00 -0.01 0.02
H 0.253 1.611 -5.918 -0.02 0.01 -0.06
H 0.780 -0.023 -6.359 -0.02 0.03 -0.03
H 1.968 1.271 -6.177 -0.01 0.02 -0.01
H -0.945 -1.419 -5.535 0.03 0.00 -0.02
H -1.124 -3.169 -3.044 -0.04 -0.02 0.01
H -1.921 -3.479 -4.597 0.02 -0.01 0.01
H -2.419 -2.094 -3.607 -0.03 -0.07 0.02
H 1.169 -3.055 -4.053 0.02 -0.03 0.00
H 1.492 -2.020 -5.446 0.01 -0.05 -0.01
H 0.466 -3.451 -5.618 0.03 -0.01 -0.01
H -1.725 0.411 -5.950 0.07 0.00 0.01
H -3.678 1.839 -6.273 0.01 -0.01 0.01
H -4.771 2.892 -4.307 0.00 0.00 0.02
H -3.912 2.473 -2.040 -0.02 0.00 -0.01
H -4.196 -0.075 -1.203 -0.01 0.01 0.00
H -5.462 -0.265 0.899 0.00 0.00 -0.04
H -4.524 0.642 3.013 0.01 -0.03 -0.01
H -2.315 1.687 3.002 0.02 0.01 -0.01
H 0.326 4.377 1.385 0.04 -0.04 -0.01
H -2.708 4.044 1.201 -0.03 -0.01 0.01
H -1.884 5.557 1.609 0.00 0.00 0.01
H -1.764 4.163 2.688 -0.06 -0.04 0.01
H -1.447 4.231 -1.103 0.02 0.00 -0.04
H 0.315 4.316 -1.094 -0.03 0.00 -0.04
H -0.637 5.695 -0.509 -0.03 0.00 -0.01
H 0.423 0.666 2.437 0.02 -0.06 0.00
H 0.358 3.505 3.588 0.00 0.01 -0.02
H 0.894 2.049 4.431 0.00 0.05 0.02
H -0.787 2.207 3.954 0.02 0.08 0.04
H 2.305 3.012 1.911 0.07 -0.01 -0.03
H 2.409 1.417 1.152 0.07 0.04 0.00
H 2.696 1.591 2.888 0.00 0.03 0.01
F 5.368 -2.311 -2.506 -0.13 0.05 -0.03
C 4.067 -2.064 -2.690 0.13 -0.03 -0.04
F 3.803 -0.836 -2.217 -0.10 -0.32 0.09
F 3.828 -2.053 -4.005 -0.03 0.00 0.11
S 3.054 -3.409 -1.868 0.60 0.09 -0.77
O 1.758 -2.814 -1.653 0.45 -1.19 -1.06
O 3.170 -4.489 -2.792 0.15 -0.18 0.12
N 3.823 -3.647 -0.521 -0.33 -0.04 -0.10
S 3.088 -2.977 0.714 1.18 -0.71 0.97
O 1.910 -3.655 1.154 -0.19 -0.04 0.00
O 3.080 -1.539 0.664 0.72 0.11 0.42
C 4.392 -3.374 1.975 0.05 -0.06 -0.18
F 5.549 -2.787 1.660 -0.15 -0.11 0.07
F 4.585 -4.691 2.071 -0.01 0.19 0.02
F 4.008 -2.918 3.177 -0.02 -0.01 -0.13
C -1.423 -2.363 2.912 0.08 0.00 0.03
N -0.847 -1.926 4.174 0.08 0.01 0.06
C -1.769 -1.153 4.991 0.00 -0.05 0.01
C 0.496 -1.567 4.148 0.01 0.09 -0.03
N 1.088 -1.436 3.027 -0.07 0.08 -0.28
N 1.064 -1.351 5.408 -0.07 -0.05 0.02
C 2.397 -0.795 5.459 -0.10 0.03 -0.01
C 0.810 -2.304 6.477 0.03 0.09 -0.04
H -2.313 -2.958 3.130 -0.02 0.03 -0.03
H -0.694 -2.972 2.384 -0.04 -0.04 -0.03
H -1.711 -1.520 2.271 -0.01 0.01 0.02
H -2.290 -0.403 4.385 0.02 -0.03 -0.01
H -1.232 -0.641 5.785 0.02 -0.01 0.04
H -2.520 -1.812 5.437 -0.01 0.03 0.00
H 2.091 -1.310 3.081 -0.01 -0.06 0.20
H 3.176 -1.551 5.298 0.02 0.00 -0.03
H 2.549 -0.351 6.445 0.04 -0.01 -0.01
H 2.506 -0.012 4.711 0.00 0.02 0.01
H -0.131 -2.817 6.312 -0.05 0.01 -0.01
H 0.772 -1.780 7.435 -0.01 -0.05 0.01
H 1.608 -3.057 6.529 -0.01 0.00 0.00



71
Properties=species:S:1:pos:R:3:forces:R:3 method="wB97M-V/def2-TZVPD" s_squared=2.03 de_lowest_kj_mol=11.5 multiplicity=3 charge=+1 e_tot_ha=-2702.56925 homo_lumo_gap_ev="6.57 / 7.56" molar_mass_g_mol=654.76
Mo -0.166 -0.216 0.815 -0.09 -0.03 0.03
C 2.306 -0.897 2.659 -0.01 -0.01 -0.02
N 1.528 -1.541 1.561 0.05 0.03 -0.04
C 2.467 -1.713 0.406 -0.02 0.00 0.03
C 1.695 -1.905 -0.872 0.00 0.02 0.00
N 0.961 -0.639 -1.157 -0.07 -0.01 -0.09
C -0.063 -0.862 -2.222 0.06 0.04 0.03
C 1.894 0.382 -1.658 -0.04 -0.05 -0.01
C 2.666 0.145 -2.791 0.01 0.03 0.00
C 3.511 1.129 -3.270 -0.01 -0.01 0.00
C 3.579 2.357 -2.620 0.01 0.00 -0.01
C 2.807 2.592 -1.499 -0.02 0.00 0.02
C 1.954 1.601 -1.007 0.00 0.02 -0.01
S 0.993 1.884 0.429 0.09 0.05 0.01
C 1.035 -2.873 1.964 0.04 0.04 0.00
C 1.849 -3.719 2.710 -0.01 -0.02 0.00
C 1.417 -4.990 3.051 0.00 0.01 -0.01
C 0.169 -5.429 2.634 0.01 -0.01 0.01
C -0.639 -4.594 1.885 -0.02 0.02 -0.01
C -0.219 -3.308 1.545 -0.04 -0.03 0.00
S -1.329 -2.275 0.630 0.07 0.04 0.07
H 3.268 -1.394 2.788 0.00 0.00 0.01
H 1.740 -0.943 3.584 0.00 0.00 0.00
H 2.480 0.142 2.389 0.01 0.00 0.00
H 3.130 -2.557 0.601 0.01 0.00 0.00
H 3.072 -0.806 0.337 -0.01 0.01 -0.01
H 0.968 -2.710 -0.779 0.00 0.00 0.00
H 2.370 -2.148 -1.695 0.01 0.00 0.01
H 0.423 -1.208 -3.136 0.00 -0.01 -0.01
H -0.565 0.082 -2.427 0.09 -0.07 0.03
H -0.784 -1.603 -1.890 0.00 -0.01 0.00
H 2.614 -0.802 -3.312 0.00 -0.01 0.01
H 4.114 0.939 -4.148 0.00 0.00 0.00
H 4.239 3.130 -2.989 0.00 0.00 0.00
H 2.859 3.542 -0.984 0.00 0.00 0.00
H 2.827 -3.395 3.036 0.00 0.00 0.00
H 2.058 -5.632 3.639 0.00 0.00 0.00
H -0.177 -6.420 2.895 0.00 0.00 0.00
H -1.616 -4.925 1.558 0.00 0.00 0.00
C -2.075 2.013 -6.219 0.00 -0.01 0.00
C -2.169 2.023 -4.721 0.01 0.00 0.00
C -2.773 0.969 -4.033 -0.04 0.00 0.00
C -2.863 0.974 -2.653 -0.09 0.11 -0.03
C -2.339 2.054 -1.952 0.01 0.01 0.01
C -1.715 3.107 -2.607 0.02 -0.02 -0.02
C -1.642 3.087 -3.990 0.01 0.00 0.00
S -2.362 2.082 -0.189 0.15 0.11 0.09
C -4.113 2.055 0.138 0.01 -0.04 -0.04
O -1.967 0.645 0.217 -0.09 -0.25 -0.08
H -2.585 1.151 -6.644 0.00 0.00 0.00
H -1.033 1.984 -6.540 0.00 0.01 0.00
H -2.519 2.916 -6.640 0.00 0.00 0.00
H -3.178 0.134 -4.591 0.00 0.00 -0.01
H -3.311 0.141 -2.126 -0.01 0.00 0.00
H -1.285 3.925 -2.043 0.00 -0.01 0.01
H -1.164 3.907 -4.511 0.00 0.00 0.00
H -4.554 1.187 -0.347 -0.03 0.00 0.01
H -4.538 2.980 -0.251 0.00 0.00 0.00
H -4.238 2.004 1.218 0.00 0.00 0.00
N -1.551 1.769 7.878 0.00 0.00 0.00
C -1.280 1.517 6.791 0.00 -0.01 -0.01
C -0.945 1.201 5.427 -0.01 0.01 0.03
C -1.485 0.073 4.822 0.00 0.00 -0.02
C -1.154 -0.229 3.509 -0.01 0.01 0.04
C -0.287 0.592 2.766 -0.04 0.03 -0.03
C 0.241 1.718 3.401 -0.01 -0.02 0.01
C -0.078 2.023 4.712 0.01 0.01 0.00
H -2.153 -0.571 5.378 0.00 0.00 0.00
H -1.590 -1.122 3.078 0.01 0.00 0.00
H 0.927 2.370 2.876 0.00 0.01 0.01
H 0.345 2.898 5.188 0.00 0.00 0.00



8
Properties=species:S:1:pos:R:3:forces:R:3 method="wB97M-V/def2-TZVPD" de_lowest_kj_mol=352.5 multiplicity=1 charge=0 e_tot_ha=-734.40715 homo_lumo_gap_ev="9.36 / 9.04" molar_mass_g_mol=110.09
N -0.010 -0.905 -0.688 0.13 -0.02 0.05
N 2.301 -0.652 -0.523 1.76 0.55 1.78
O -1.226 1.234 2.275 -0.30 0.45 -1.47
O -2.597 1.097 0.213 -0.19 -0.05 -0.07
O 1.207 -0.709 -1.153 -0.59 -0.56 -0.76
S -1.482 1.651 0.907 0.50 -0.48 1.50
H -0.503 -1.051 -1.598 0.19 0.33 0.81
H 2.311 -0.665 0.567 -1.50 -0.22 -1.85